1.
{"formula": "C22H70O16", "method": "ωB97M-V with the def2-TZVPD basis set", "homo_lumo_gap_ev": 10.2, "multiplicity": 1, "de_lowest_ev": 6.904, "energy_ha": -2083.7470, "species": ["O", "O", "O", "O", "O", "O", "O", "O", "O", "O", "O", "O", "O", "O", "O", "O", "C", "C", "C", "C", "C", "C", "C", "C", "C", "C", "C", "C", "C", "C", "C", "C", "C", "C", "C", "C", "C", "C", "H", "H", "H", "H", "H", "H", "H", "H", "H", "H", "H", "H", "H", "H", "H", "H", "H", "H", "H", "H", "H", "H", "H", "H", "H", "H", "H", "H", "H", "H", "H", "H", "H", "H", "H", "H", "H", "H", "H", "H", "H", "H", "H", "H", "H", "H", "H", "H", "H", "H", "H", "H", "H", "H", "H", "H", "H", "H", "H", "H", "H", "H", "H", "H", "H", "H", "H", "H", "H", "H"], "xyz": [[-11.610, 5.590, 2.724], [-6.906, 10.227, 7.767], [0.950, 8.870, 3.248], [-10.450, 5.272, -6.086], [4.084, 3.428, 3.127], [-6.865, -1.055, 1.479], [-3.757, -0.159, -6.232], [1.433, -4.216, -0.836], [-0.921, 8.927, -4.813], [-5.996, 4.943, 9.343], [-15.730, 2.564, -1.939], [-6.690, 14.442, -1.481], [-3.298, 4.409, -1.437], [-8.772, 15.214, 0.700], [-1.529, -3.733, -0.655], [-6.042, 4.217, -0.380], [-1.219, 10.173, -4.261], [-5.882, 3.954, 8.283], [-10.771, 7.284, -4.827], [3.899, 2.536, 2.067], [-3.662, 4.662, -0.111], [5.199, 2.400, 1.287], [-7.369, 15.261, 0.755], [-4.809, -0.404, -7.183], [0.272, 9.387, 4.437], [-15.246, 1.257, -1.608], [-5.124, 5.209, -0.028], [-0.534, -2.709, -0.553], [-9.804, 6.465, -5.664], [0.747, -3.095, -1.397], [-7.752, 10.529, 6.686], [-13.788, 0.961, -1.903], [-8.093, -1.788, 1.418], [-0.717, 10.481, 4.041], [-7.260, 3.824, 7.612], [-12.816, 4.900, 2.993], [-0.188, 10.505, -3.171], [-6.658, 14.236, -0.086], [-8.522, -1.647, 0.426], [-11.601, 7.742, -5.364], [-7.423, 4.758, 7.075], [-6.103, 5.817, 8.962], [0.486, -3.279, -2.440], [-0.299, -2.597, 0.505], [-5.240, 6.110, -0.631], [-12.698, 3.843, 2.757], [-15.481, 1.110, -0.554], [-6.380, 11.010, 7.945], [-1.563, 10.167, 3.431], [-2.238, 10.145, -3.875], [-3.508, 3.761, 0.483], [5.060, 1.674, 0.487], [1.052, 9.780, 5.088], [-15.820, 0.447, -2.057], [3.534, 1.540, 2.318], [-0.446, 11.423, -2.643], [-0.193, 8.594, 5.023], [-13.076, 1.729, -1.599], [-5.602, 14.122, 0.159], [-6.958, 16.234, 0.485], [5.412, 3.370, 0.837], [1.366, -2.199, -1.437], [-9.481, 7.071, -6.510], [-4.332, -0.354, -8.161], [-15.701, 2.629, -2.896], [-2.963, 5.391, 0.299], [3.440, 3.202, 3.802], [-6.911, 4.472, -0.061], [-0.217, 11.290, 3.509], [1.503, 8.139, 3.532], [-13.080, 5.052, 4.039], [-11.205, 6.799, -3.953], [-10.301, 8.154, -4.369], [-7.169, 13.307, 0.167], [-5.182, 4.266, 7.508], [-7.356, 2.988, 6.918], [-13.588, 0.022, -1.387], [-7.541, 11.489, 6.216], [-7.116, -0.237, 1.044], [2.325, -4.311, -1.178], [6.065, 2.167, 1.906], [-3.953, 3.798, -1.784], [3.160, 3.026, 1.432], [-13.646, 5.304, 2.413], [-8.057, 3.840, 8.354], [-5.581, 3.024, 8.765], [-7.584, 9.768, 5.924], [-0.925, 8.271, -4.112], [-1.120, 10.973, 4.927], [-7.838, -2.847, 1.472], [-8.762, -1.390, 2.180], [-2.911, -0.164, -6.684], [0.767, 10.639, -3.680], [-9.877, 4.868, -6.742], [-7.509, 14.880, -1.724], [-9.112, 16.104, 0.816], [-11.736, 6.513, 2.492], [-0.096, 9.663, -2.485], [-7.031, 15.068, 1.773], [-0.793, -1.745, -0.992], [-2.325, -3.413, -0.224], [-5.598, 0.347, -7.210], [-1.216, 10.877, -5.093], [-8.977, 6.284, -4.977], [-13.615, 0.744, -2.957], [-8.825, 10.479, 6.875], [-5.264, -1.385, -7.040], [-5.187, 5.527, 1.012]]}



2.
{"formula": "C22H72N4O14", "method": "ωB97M-V with the def2-TZVPD basis set", "homo_lumo_gap_ev": 8.7, "multiplicity": 1, "de_lowest_ev": 3.974, "energy_ha": -2153.4647, "species": ["O", "O", "O", "O", "O", "O", "O", "O", "O", "O", "O", "O", "O", "O", "N", "N", "N", "N", "C", "C", "C", "C", "C", "C", "C", "C", "C", "C", "C", "C", "C", "C", "C", "C", "C", "C", "C", "C", "C", "C", "H", "H", "H", "H", "H", "H", "H", "H", "H", "H", "H", "H", "H", "H", "H", "H", "H", "H", "H", "H", "H", "H", "H", "H", "H", "H", "H", "H", "H", "H", "H", "H", "H", "H", "H", "H", "H", "H", "H", "H", "H", "H", "H", "H", "H", "H", "H", "H", "H", "H", "H", "H", "H", "H", "H", "H", "H", "H", "H", "H", "H", "H", "H", "H", "H", "H", "H", "H", "H", "H", "H", "H"], "xyz": [[1.659, -2.455, 1.958], [0.203, 1.444, -0.834], [1.225, 1.149, -3.614], [-3.362, -3.583, 2.563], [-2.567, 1.960, -0.580], [-0.300, -0.267, 6.780], [-2.073, -3.226, -1.023], [3.077, 2.048, -1.335], [-0.688, -5.852, 3.117], [1.341, 4.721, 3.368], [0.159, 4.088, -2.221], [3.187, -3.981, -3.560], [-2.851, -0.426, -4.433], [-2.841, 3.154, 3.695], [1.046, -4.994, 1.704], [2.790, 3.861, -2.847], [-0.953, -4.206, 1.479], [4.398, 2.474, -3.283], [3.496, 2.800, -2.450], [2.062, -1.676, 3.042], [1.232, 3.080, 1.531], [-1.929, 4.474, -3.155], [-1.225, -4.101, -1.819], [-0.946, 4.907, -2.060], [0.237, 0.076, -0.567], [0.114, -3.429, -1.775], [1.097, 1.023, 5.191], [-3.176, -2.221, 2.811], [1.140, 3.390, 3.045], [-0.253, -0.313, 0.881], [-0.052, 1.540, -4.189], [2.452, -1.648, -3.617], [0.958, -0.148, 6.147], [-3.971, -1.442, 1.705], [-0.205, -5.060, 2.089], [-3.381, 1.137, -1.278], [3.206, -2.810, -4.337], [-1.927, -1.300, -3.960], [-2.446, 2.389, 2.556], [3.036, -0.654, 2.530], [2.540, -0.708, -4.118], [1.854, 1.217, -4.368], [-1.648, -4.009, -2.843], [-0.009, 2.522, -4.577], [3.159, 0.266, 3.087], [0.865, -3.763, -2.495], [0.988, -3.092, 2.319], [-1.440, 4.801, -1.077], [0.493, -3.504, -0.782], [-1.947, -4.063, 1.874], [-2.318, -2.275, -3.786], [-2.088, -1.951, 2.577], [-4.217, 0.803, -0.645], [-1.136, -5.127, -1.463], [2.931, 4.266, -3.846], [-3.183, -1.242, 0.918], [-0.800, 1.520, -3.397], [4.461, 2.851, -4.162], [-1.259, -1.428, -4.834], [-0.053, 3.277, -1.792], [-0.705, -3.611, 0.616], [0.140, 3.145, 3.363], [-0.183, -0.237, 7.770], [-3.173, 1.609, 2.217], [-0.434, -0.459, -1.192], [-2.823, -3.768, -0.663], [-1.671, 1.654, -0.685], [4.153, -2.498, -4.481], [1.934, 3.989, -2.402], [-1.357, -1.020, -3.033], [-0.309, 0.895, -5.009], [1.819, 2.772, 3.572], [4.036, -0.972, 2.600], [2.440, -2.303, 3.775], [1.595, -4.263, 1.281], [0.466, -0.122, 1.626], [-1.627, 1.746, 2.986], [-1.550, 4.542, -4.169], [1.159, 2.030, 1.358], [0.650, 3.722, 0.908], [-0.678, 5.936, -2.265], [-2.689, 2.707, 4.548], [2.741, -0.400, 1.523], [2.687, -2.956, -5.250], [3.305, -3.825, -2.647], [2.172, 1.197, 5.064], [-4.768, -1.997, 1.220], [2.528, -1.396, -2.581], [-2.178, 3.441, -3.113], [-1.116, 0.394, 1.094], [4.586, 1.495, -3.147], [-2.013, 2.868, 1.676], [-2.736, -0.303, -5.377], [1.738, 0.025, 6.920], [2.155, 3.325, 1.137], [1.310, -1.070, 5.708], [-2.782, 0.374, -1.688], [1.741, -5.745, 1.989], [1.233, -0.296, -0.836], [-0.672, -1.381, 0.965], [-3.347, -1.829, 3.809], [1.462, 4.807, 4.300], [1.346, -1.878, -3.698], [-4.363, -0.437, 2.120], [0.708, 1.934, 5.679], [1.334, -1.020, 3.444], [-2.840, 4.942, -2.919], [0.848, 1.571, -1.537], [0.118, -2.383, -1.995], [-3.253, -3.918, 3.416], [-3.912, 1.700, -2.033], [0.610, 0.986, 4.189]]}



3.
{"formula": "C22H72N6O14", "method": "ωB97M-V with the def2-TZVPD basis set", "homo_lumo_gap_ev": 8.7, "multiplicity": 1, "de_lowest_ev": 2.052, "energy_ha": -2263.0517, "species": ["O", "O", "O", "O", "O", "O", "O", "O", "O", "O", "O", "O", "O", "O", "N", "N", "N", "N", "N", "N", "C", "C", "C", "C", "C", "C", "C", "C", "C", "C", "C", "C", "C", "C", "C", "C", "C", "C", "C", "C", "C", "C", "H", "H", "H", "H", "H", "H", "H", "H", "H", "H", "H", "H", "H", "H", "H", "H", "H", "H", "H", "H", "H", "H", "H", "H", "H", "H", "H", "H", "H", "H", "H", "H", "H", "H", "H", "H", "H", "H", "H", "H", "H", "H", "H", "H", "H", "H", "H", "H", "H", "H", "H", "H", "H", "H", "H", "H", "H", "H", "H", "H", "H", "H", "H", "H", "H", "H", "H", "H", "H", "H", "H", "H"], "xyz": [[5.670, 0.307, -0.194], [-0.608, 5.474, 1.577], [6.332, 8.840, 0.954], [3.210, 3.309, 1.542], [5.761, 4.928, 2.780], [1.157, 1.195, -3.388], [3.029, 0.400, 0.462], [0.889, 2.041, 0.395], [3.479, 1.099, 5.071], [7.185, 4.878, -2.902], [0.298, 5.107, -1.140], [4.475, 4.842, -2.583], [0.916, 2.870, 5.669], [3.807, 8.821, 5.302], [2.219, 2.744, -1.961], [2.819, 2.669, -4.068], [5.883, 4.186, 5.066], [4.895, 2.925, 3.665], [2.178, 0.331, 3.309], [1.340, 0.180, 5.340], [5.867, 1.673, -0.444], [0.390, 6.221, 2.151], [3.820, 5.747, -3.432], [5.612, 1.959, -1.915], [7.800, 5.333, -1.704], [1.306, -0.976, -0.643], [3.362, 4.344, 0.545], [3.310, 6.824, -2.542], [-0.649, 5.982, -1.763], [2.916, 7.725, 5.072], [1.126, 3.495, 4.426], [5.236, 9.247, 0.134], [2.343, 0.538, 4.576], [5.526, 4.048, 3.834], [6.714, 6.203, -0.921], [0.144, 2.845, 3.442], [4.160, 8.243, 0.621], [3.477, 6.642, 4.199], [0.649, 7.449, 1.255], [-0.565, 2.070, 0.358], [2.626, -0.934, 0.070], [2.127, 2.154, -3.112], [-0.208, 5.194, 0.757], [2.344, 4.476, 0.225], [6.116, 1.194, -2.553], [3.193, 8.280, 0.137], [3.945, 8.229, 1.720], [7.255, 6.811, -0.144], [3.626, 3.284, -3.938], [2.177, 3.318, 4.194], [4.009, 0.492, 0.370], [-1.311, 5.298, -2.267], [1.350, -0.150, -1.420], [1.117, 7.158, 0.322], [0.866, 4.540, 4.598], [7.847, 4.573, -3.517], [0.131, 3.417, 2.499], [3.960, 4.000, -0.270], [4.520, 2.316, 4.437], [4.409, 7.327, 0.311], [8.286, 4.513, -1.139], [6.197, 0.097, 0.576], [6.972, 9.177, 0.266], [2.474, -1.578, 0.963], [8.681, 5.926, -1.903], [0.512, -0.663, 0.026], [4.626, 6.128, -4.092], [-0.080, 6.516, -2.485], [4.965, 10.276, 0.349], [1.503, 0.049, 6.356], [4.536, 2.022, -2.175], [3.489, -1.357, -0.481], [6.026, 2.905, -2.334], [5.431, 5.089, -2.343], [-0.839, 2.822, 3.788], [0.399, -0.146, 5.125], [2.333, 2.444, -4.997], [1.248, 0.103, 2.845], [-1.144, 6.697, -1.194], [2.776, 5.788, 4.523], [1.286, 8.149, 1.782], [2.468, 6.561, -1.930], [1.799, 2.331, -1.148], [4.555, 6.412, 4.383], [2.878, 3.427, -1.836], [-0.241, 8.075, 0.874], [1.032, -1.908, -1.134], [2.776, 7.199, 6.074], [0.153, 6.574, 3.155], [1.223, 1.144, 0.675], [5.285, 2.223, 0.288], [0.777, 4.593, -1.800], [3.533, 9.413, 5.987], [3.100, 5.299, -4.128], [3.750, 5.300, 0.800], [-1.064, 3.018, 0.155], [6.107, 6.788, -1.597], [5.483, 9.045, -0.911], [2.769, 2.577, 1.098], [-0.866, 1.660, -0.554], [5.297, 3.941, 5.831], [2.960, 0.528, 2.717], [1.186, 5.552, 2.248], [6.946, 1.918, -0.398], [-0.973, 1.450, 1.210], [1.231, 2.002, 5.721], [3.037, 7.583, -3.118], [4.378, 2.986, 2.753], [4.057, 7.171, -1.862], [0.425, 1.922, 3.086], [5.931, 5.570, -0.405], [3.335, 6.761, 3.140], [1.964, 8.113, 4.711], [6.213, 5.138, 5.147]]}



4.
{"formula": "C22H88O22", "method": "ωB97M-V with the def2-TZVPD basis set", "homo_lumo_gap_ev": 9.5, "multiplicity": 1, "de_lowest_ev": 0.663, "energy_ha": -2545.8793, "species": ["O", "O", "O", "O", "O", "O", "O", "O", "O", "O", "O", "O", "O", "O", "O", "O", "O", "O", "O", "O", "O", "O", "C", "C", "C", "C", "C", "C", "C", "C", "C", "C", "C", "C", "C", "C", "C", "C", "C", "C", "C", "C", "C", "C", "H", "H", "H", "H", "H", "H", "H", "H", "H", "H", "H", "H", "H", "H", "H", "H", "H", "H", "H", "H", "H", "H", "H", "H", "H", "H", "H", "H", "H", "H", "H", "H", "H", "H", "H", "H", "H", "H", "H", "H", "H", "H", "H", "H", "H", "H", "H", "H", "H", "H", "H", "H", "H", "H", "H", "H", "H", "H", "H", "H", "H", "H", "H", "H", "H", "H", "H", "H", "H", "H", "H", "H", "H", "H", "H", "H", "H", "H", "H", "H", "H", "H", "H", "H", "H", "H", "H", "H"], "xyz": [[10.875, 14.409, 9.505], [8.732, 18.449, 16.133], [8.031, 9.287, 12.315], [15.086, 10.681, 14.280], [12.045, 13.843, 20.319], [10.525, 16.135, 16.062], [15.831, 9.329, 16.612], [13.635, 8.262, 14.553], [13.586, 12.314, 10.029], [11.395, 11.543, 18.778], [16.132, 15.919, 12.262], [9.086, 15.206, 11.598], [17.452, 17.129, 14.521], [10.257, 11.579, 13.739], [15.031, 18.561, 15.286], [18.160, 13.796, 14.755], [16.983, 11.628, 18.007], [14.057, 13.138, 15.272], [13.533, 17.064, 12.593], [13.007, 15.800, 8.173], [9.989, 13.802, 17.523], [13.538, 14.410, 17.525], [11.759, 16.872, 16.022], [12.836, 11.627, 11.043], [11.331, 11.403, 14.648], [16.937, 11.775, 19.429], [12.698, 7.599, 13.759], [10.972, 14.620, 20.738], [9.951, 13.994, 8.503], [9.243, 14.094, 12.538], [13.425, 13.940, 14.352], [18.795, 17.527, 14.754], [17.212, 13.793, 15.805], [16.154, 14.525, 11.818], [14.409, 15.636, 8.443], [8.787, 13.207, 16.953], [6.950, 8.589, 12.927], [12.307, 16.676, 11.966], [14.623, 15.033, 18.141], [15.498, 19.902, 15.375], [12.303, 10.609, 18.299], [15.300, 8.230, 17.367], [7.743, 18.587, 15.069], [16.295, 11.054, 13.566], [16.391, 13.144, 15.575], [12.543, 12.305, 11.807], [16.543, 10.792, 17.753], [11.828, 8.294, 13.604], [10.136, 14.744, 17.211], [8.064, 8.969, 11.423], [13.500, 10.850, 11.441], [17.676, 13.381, 16.686], [12.128, 12.118, 14.411], [12.478, 14.351, 14.673], [16.056, 11.432, 12.564], [12.944, 7.088, 12.820], [7.225, 7.535, 13.034], [9.796, 10.757, 13.457], [16.993, 14.824, 16.054], [10.325, 14.939, 19.921], [16.915, 10.196, 13.461], [17.901, 12.168, 19.765], [14.493, 15.295, 9.438], [16.138, 14.421, 10.717], [7.870, 13.742, 17.257], [12.909, 14.094, 18.221], [14.823, 16.644, 8.284], [12.252, 6.792, 14.397], [11.938, 11.225, 10.584], [15.372, 9.485, 15.759], [17.270, 16.648, 13.646], [10.056, 13.430, 12.284], [10.457, 13.966, 7.542], [15.252, 14.287, 18.606], [15.255, 14.107, 12.268], [11.943, 17.133, 15.014], [13.204, 13.272, 13.501], [8.904, 13.206, 15.831], [14.130, 14.761, 14.082], [16.050, 7.784, 18.014], [12.525, 9.865, 19.057], [12.506, 15.163, 8.703], [6.787, 9.115, 13.882], [16.131, 20.081, 14.485], [9.428, 14.501, 13.546], [12.065, 17.431, 11.196], [15.088, 15.468, 17.259], [13.058, 13.110, 9.810], [10.447, 15.054, 10.073], [10.962, 12.005, 18.043], [8.344, 18.827, 14.185], [11.821, 13.039, 19.829], [10.969, 11.674, 15.673], [17.063, 14.025, 12.162], [14.512, 8.572, 17.988], [14.659, 20.551, 15.300], [10.322, 14.064, 21.430], [18.683, 18.330, 15.463], [14.677, 11.421, 14.710], [9.503, 13.023, 8.663], [16.952, 11.769, 14.082], [8.752, 12.183, 17.306], [11.409, 15.515, 21.234], [15.719, 17.924, 15.045], [13.453, 17.987, 12.735], [9.756, 16.728, 16.105], [7.276, 17.618, 14.946], [19.328, 16.621, 15.076], [14.073, 9.017, 14.054], [7.054, 19.384, 15.234], [12.445, 15.666, 11.489], [14.838, 14.944, 7.686], [17.721, 14.247, 14.026], [14.382, 15.793, 18.935], [13.765, 13.589, 16.147], [8.337, 13.452, 12.628], [11.910, 10.074, 17.403], [13.300, 11.024, 17.961], [9.116, 14.730, 8.372], [6.009, 8.645, 12.402], [12.491, 16.128, 16.406], [9.123, 19.293, 16.256], [11.638, 10.358, 14.683], [15.239, 16.242, 12.272], [16.143, 19.999, 16.266], [19.282, 17.944, 13.834], [11.753, 17.687, 16.814], [8.167, 15.369, 11.305], [16.725, 10.842, 19.884], [16.122, 12.468, 19.679], [15.042, 7.396, 16.734], [11.444, 16.572, 12.564]]}